(1)
Formula: C25H27BrIrN3O2S
Source: the Open Molecules 2025 dataset
Level of theory: wB97M-V/def2-TZVPD

Structure (XYZ):
```
60
Properties=species:S:1:pos:R:3:forces:R:3:mulliken_charge:R:1
Ir 1.8921 1.1482 -0.5382 -0.4207 0.2253 0.1212 2.022
Br 4.6541 0.8336 0.4424 0.5249 -0.1311 0.2809 -0.080
S -2.2819 2.9625 -0.7542 0.6330 -0.5889 0.2614 -0.308
O 2.2453 -0.6552 -1.6689 -0.0172 1.0965 -0.3899 -0.790
O 1.1408 0.4858 -3.3073 1.0268 -0.5263 0.9632 -0.788
N -0.3031 1.3370 -0.5268 0.4532 1.5467 0.2340 -0.285
N 2.2009 0.5766 1.5572 0.5390 -0.4551 0.2375 -0.713
N 1.2678 -1.2763 -5.1154 0.3935 -0.3617 1.2353 -0.220
C 2.8460 4.0858 -0.6645 0.3785 1.1004 -0.6637 -0.581
C -1.2334 -3.5391 0.3259 -0.3329 -0.6062 1.1828 -1.778
C -3.4829 -3.7195 -0.8981 0.4431 0.5283 -0.0828 -1.539
C -3.8403 -0.7184 -0.1877 -0.1161 -1.5772 -0.1223 -0.353
C 1.9785 -1.6409 -3.8016 1.1659 -0.0778 -1.0722 -0.711
C 2.9050 -0.0950 4.1110 0.3473 0.2416 0.6206 -0.309
C 2.5482 5.4574 -0.7797 0.7155 -0.1582 0.3133 -0.678
C 0.4572 -0.0429 4.8186 0.7537 1.2541 0.3310 -1.274
C 1.7708 3.2096 -0.6204 1.2358 -1.4781 0.0825 0.061
C -3.4140 -3.2869 1.5905 0.0374 0.4152 -1.1920 -1.381
C -1.4304 0.5544 -0.4926 -0.4533 -1.1173 0.4943 -1.818
C 1.2427 0.3655 2.4759 0.6312 0.1930 0.1471 -0.166
C -1.4236 -0.8403 -0.2380 -0.3143 0.8427 -0.6574 0.597
C 3.5088 0.4284 1.8806 -1.0343 -0.2066 0.6531 0.283
C 3.9090 0.0328 3.1575 -0.6003 0.5199 -1.1251 -0.647
C -3.8985 0.6025 -0.4710 1.4432 0.9722 -0.4058 -1.406
C 1.8014 -0.4704 -2.8542 -1.7667 -0.0203 -0.5081 1.059
C 0.1509 5.0267 -0.6371 1.6009 0.4105 0.3594 -0.965
C 1.5664 0.0979 3.8068 -0.7565 -0.1159 -0.7062 0.474
C 0.4608 3.6716 -0.6070 -1.1795 0.1848 -0.2328 1.071
C -2.6344 -1.4835 -0.1053 0.0945 -0.2250 0.7496 0.292
C -0.5730 2.6431 -0.5882 -1.4612 -0.6564 -0.6212 0.711
C -2.6757 -2.9956 0.2120 -0.5129 -0.0213 0.9336 1.612
C 1.2406 5.9213 -0.6767 -0.6271 0.5246 -0.1528 -0.649
C -2.6311 1.2400 -0.5992 -0.3727 0.8833 0.0239 0.870
H -4.7699 -1.2629 -0.0841 -0.0550 0.0151 0.0557 0.459
H -0.8470 5.4124 -0.5823 -0.4106 -0.0031 0.0131 0.464
H 3.1848 -0.2781 5.1543 -0.0641 -0.1406 -0.4291 0.376
H 3.3564 6.1890 -0.9314 -0.3933 -0.4393 0.2924 0.393
H -3.6862 -4.7291 -0.5484 -0.0436 -0.1332 -0.3432 0.424
H 1.0807 7.0218 -0.6280 -0.0291 -1.0277 -0.2407 0.374
H -0.4739 -1.3534 -0.2308 0.0082 -0.0112 0.1822 0.506
H 0.2134 0.4447 2.1319 0.1640 0.0723 0.0575 0.632
H -2.9726 -2.7805 2.4509 0.1531 -0.0616 -0.1370 0.300
H -0.1787 0.8938 4.8656 0.8981 -1.0596 0.2624 0.321
H 0.5706 -1.9666 -5.3824 0.0191 -0.0429 -0.1768 0.358
H 1.6809 -2.6169 -3.4209 -0.3195 0.2511 0.0082 0.349
H -4.8255 1.1344 -0.6414 0.0496 -0.0165 0.2368 0.451
H 4.9476 -0.1142 3.3724 0.3058 -0.0263 0.1748 0.481
H -2.8676 -3.7156 -1.8043 -0.1009 -0.3610 0.0040 0.381
H 3.9089 3.7645 -0.6877 -0.9809 0.1067 0.0044 0.293
H 3.0556 -1.7146 -4.0306 -0.4108 -0.0823 0.0703 0.297
H -0.6776 -3.0196 1.1437 -0.4283 -0.3314 -0.5300 0.299
H 1.9520 -1.1398 -5.8530 -0.1187 -0.0487 -0.2763 0.353
H -4.4426 -2.9391 1.4863 -0.0626 -0.0399 0.1995 0.352
H -0.1766 -0.8488 4.5442 -0.6788 -0.7837 -0.2527 0.330
H -4.4310 -3.2274 -1.1956 0.4566 -0.2161 0.5537 0.322
H -3.4548 -4.3705 1.7606 0.1566 0.2982 -0.0057 0.438
H -0.7010 -3.3856 -0.5880 0.4776 -0.0048 -0.7056 0.378
H 0.9527 -0.3153 5.7629 -0.6809 0.4361 -0.0208 0.351
H 0.8163 -0.3692 -4.8821 -0.0038 0.1617 -0.0130 0.329
H -1.1797 -4.6303 0.5716 -0.3596 0.8732 -0.2765 0.378
```
Forces are in eV/Å.

Output
ΔE to the lowest compared entry with this formula, charge and spin = 0.00 kJ/mol
2S+1 = 5
charge = +2
electronic energy = -118628.822 eV
HOMO (alpha / beta) = -0.4918 / -0.4990 hartree


(2)
Formula: C25H27F5IN5OSSe2Ti
Source: the Open Molecules 2025 dataset
Level of theory: wB97M-V/def2-TZVPD

Structure (XYZ):
```
68
Properties=species:S:1:pos:R:3:forces:R:3:mulliken_charge:R:1
I 1.3598 -0.4065 2.8629 -0.1259 0.1587 0.5643 0.215
Se -0.1776 -2.7209 -1.9519 -0.7752 0.4462 -0.1417 0.092
Se 2.5521 -2.7041 0.0809 0.3576 0.3815 0.2998 0.496
Ti -0.1091 -0.5415 -0.1300 0.9839 -0.4392 0.2411 -0.912
S -1.0692 -3.2747 1.9548 0.1342 0.4635 -0.1104 -0.226
F -3.6554 3.9786 -4.3765 0.2406 -0.3634 0.7408 -0.296
F -2.6459 2.4076 -0.0466 0.0065 -0.3603 0.3808 -0.333
F -1.3554 -0.0516 -3.8313 0.3237 -0.7125 -0.1499 -0.310
F -3.8108 4.2579 -1.6069 0.8412 -1.1910 -0.5156 -0.289
F -2.4479 1.8372 -5.4507 0.0564 -0.1124 0.8116 -0.287
O -1.5345 0.0823 -1.1292 -0.0327 0.2732 -0.2334 0.632
N 3.7967 0.8502 -1.8280 -0.4975 0.2414 0.8958 0.260
N 2.3805 1.8677 -0.2787 0.2640 0.5319 0.0897 -0.023
N 0.2249 1.4780 0.5605 -0.1034 -0.1765 -0.2870 0.319
N 1.1816 3.6284 0.5304 0.6443 -0.0327 -0.3119 -0.437
N 1.7812 -0.1724 -1.1881 -0.7499 0.5920 0.1001 0.461
C -1.6690 0.2381 2.9989 -0.1418 0.3972 1.0301 0.283
C 0.4326 -4.2860 -1.0371 0.2516 -0.7275 0.1007 -0.244
C -0.4202 0.4945 3.6296 0.5133 -0.0622 0.0280 0.102
C -2.5100 1.9506 -4.1137 0.1275 -0.0785 0.4169 -0.130
C 1.1835 2.2855 0.3014 0.0898 0.1995 -0.5679 0.335
C 3.5509 -3.6429 1.4382 -0.0372 0.6012 0.4143 -1.244
C 1.9466 -4.2303 -0.9242 -0.3124 -0.5776 -0.2696 -1.082
C -2.6278 2.1844 -1.3656 -0.2733 1.2585 -0.1395 0.256
C -1.9628 0.9779 -3.2623 -0.3302 0.7727 -1.8937 0.192
C -1.9681 -0.7700 2.0484 0.3338 -0.1216 -0.4258 1.293
C -3.1757 3.1819 -2.1665 -0.6622 0.6727 0.1868 -0.161
C -2.6128 1.8679 4.6273 0.8208 0.2430 -0.0918 -0.859
C 2.6340 0.7903 -1.1036 0.1476 0.0415 -0.5165 0.044
C 4.1727 -0.2740 -2.6593 -0.6852 0.0231 -1.4139 -0.960
C -0.9735 -1.7113 1.4688 -0.0569 -0.4228 -0.0277 -0.281
C -4.2907 -0.1084 2.0115 -0.2422 0.1173 0.0310 -1.196
C -3.1218 3.0604 -3.5477 -0.2166 0.2053 -0.7607 0.740
C 4.7874 1.8578 -1.5012 0.4059 0.5002 1.0849 -1.070
C -2.7619 0.9942 3.5325 0.0150 -0.4158 -0.3127 0.992
C -2.1004 -3.0199 -1.7422 0.2392 -0.3574 0.1043 -0.741
C -0.2729 1.3363 4.7166 0.1266 -0.7309 -0.9369 -0.746
C -3.2412 -0.9108 1.5571 0.0734 -0.2652 -0.1541 -0.180
C -2.0065 1.0661 -1.8983 -0.1346 -0.2700 1.0397 0.016
C -1.3806 2.0256 5.2247 -0.8310 -0.0931 -0.3416 -0.746
C -4.0503 0.8098 2.9940 -0.7066 0.4343 -0.0702 -0.916
H 4.1164 -1.2221 -2.1577 0.2033 -0.4147 0.5775 0.352
H 2.8996 -4.3203 1.9521 -0.3100 -0.3272 0.3648 0.342
H 2.3895 -4.2197 -1.9171 0.1276 0.0891 -0.0706 0.415
H 0.1410 -5.1575 -1.6318 0.0103 0.1166 0.0498 0.454
H 2.0801 -0.8385 -1.8710 0.0201 -0.4569 -0.3340 -0.090
H 0.4273 4.0415 1.0523 0.0264 0.0990 -0.1362 0.235
H -2.4680 -3.7527 -2.4621 0.1767 0.0520 0.1354 0.492
H -3.3846 -1.6896 0.8053 -0.2374 0.2742 0.2621 0.356
H 3.0778 2.5939 -0.3104 -0.0145 -0.1220 0.1354 0.126
H -2.5580 -2.0623 -1.9212 -0.2215 0.2771 -0.0242 0.059
H -5.2815 -0.2587 1.5996 0.0116 0.1192 0.0874 0.458
H -3.5069 2.4146 4.9018 0.2051 0.0486 0.3952 0.403
H -2.2661 -3.3401 -0.7064 -0.0034 0.0567 -0.3319 0.199
H 5.6845 1.7259 -2.0898 0.0771 -0.2770 -0.0643 0.313
H 0.7068 1.4441 5.1581 -0.0058 0.1234 0.0748 0.434
H 4.3520 -4.1639 0.9695 0.6053 -0.4472 -0.3257 0.384
H 5.1648 -0.1205 -3.0636 0.1602 0.0226 0.1829 0.306
H 2.3261 -5.1182 -0.4237 -0.0316 -0.0518 0.1024 0.513
H -0.0577 -4.3205 -0.0630 0.1300 0.0324 -0.0562 -0.042
H -4.8455 1.4547 3.3945 0.2426 -0.4668 -0.2467 0.353
H 3.9780 -2.9186 2.1435 -0.2540 -0.1267 -0.2203 0.366
H 4.4574 2.8776 -1.7386 -0.1388 -0.1448 0.0060 0.355
H 5.0805 1.8253 -0.4096 -0.1936 -0.0225 -1.0673 0.384
H -0.6121 1.9183 0.9177 -0.1048 0.2796 0.0643 -0.159
H 1.7934 4.2208 -0.0434 -0.7387 -0.3219 0.7041 0.180
H -1.2370 2.6694 6.0668 -0.0616 0.2931 0.3428 0.420
H 3.5096 -0.3669 -3.5507 0.2375 0.2513 0.5040 0.331
```
Forces are in eV/Å.

Output
ΔE to the lowest compared entry with this formula, charge and spin = 0.00 kJ/mol
2S+1 = 2
charge = +1
electronic energy = -222187.501 eV
HOMO (alpha / beta) = -0.3603 / -0.3595 hartree


(3)
Formula: C25H27MgN3O3S
Source: the Open Molecules 2025 dataset
Level of theory: wB97M-V/def2-TZVPD

Structure (XYZ):
```
60
Properties=species:S:1:pos:R:3:forces:R:3:mulliken_charge:R:1
S -1.1113 3.2835 0.2958 0.2837 0.6432 -0.0780 0.462
Mg -0.0598 0.0367 0.1346 0.0945 -0.0929 -0.8185 0.058
O -3.4372 -1.0344 2.1709 0.1968 -0.0906 -0.0102 -0.729
O 3.4919 -0.1690 2.1006 -0.1988 -0.0207 0.0207 -0.691
O -0.5101 1.9200 0.1612 0.2375 0.3480 -0.2583 -0.208
N -1.9871 -0.6352 0.3940 -0.0271 -0.2403 0.0703 0.484
N 0.0098 -0.4060 2.0216 0.0201 -0.3690 0.8544 0.375
N 1.9928 -0.3480 0.3337 -0.2418 0.2961 -0.2159 0.210
C 3.1895 0.5115 -1.6327 -0.0995 -0.0101 0.1143 1.263
C -1.4416 -2.6651 -1.4676 -0.1979 0.1067 0.1189 -1.264
C 5.1061 -0.6663 -2.4986 0.0010 0.0094 -0.0105 -0.788
C -5.0741 -0.4094 -1.6727 -0.0261 -0.0017 -0.0318 -0.749
C 0.1287 -1.3201 4.5579 -0.0246 0.0341 -0.0728 -0.250
C -1.1026 -1.2354 3.9147 -0.0238 0.0624 0.0123 -0.719
C 1.1987 -0.5383 2.5838 -0.0012 0.0209 0.2205 0.489
C 4.9444 -1.6240 -1.5139 0.0345 -0.0134 -0.0399 -0.815
C -2.7216 -1.8721 -1.5387 0.0286 0.0569 0.0948 1.133
C 1.3034 -0.9835 3.8920 0.0762 0.0803 0.0065 -0.765
C 3.0426 -0.4450 -0.6147 0.2499 0.0049 -0.0477 -0.640
C -4.4305 1.0235 0.2741 -0.0250 -0.1405 0.0258 -1.516
C -1.1183 -0.7709 2.6091 -0.0175 -0.1535 0.1995 0.078
C -0.6262 4.1669 -1.2094 -0.1072 -0.2029 0.2472 -0.996
C -4.8490 -1.4282 -2.5803 -0.0041 0.0077 -0.0296 -0.845
C 4.2192 0.3947 -2.5562 0.0062 -0.0364 -0.0404 -1.034
C -2.3288 -0.8079 1.6889 -0.2666 0.1164 -0.1217 0.023
C 2.3632 -0.3070 1.6370 0.3068 -0.0220 0.0103 -0.066
C -2.9760 -0.8636 -0.5901 -0.0977 -0.0661 -0.1219 0.028
C -3.6655 -2.1475 -2.5169 0.0029 -0.0006 -0.0294 -0.920
C 3.7922 -2.6095 0.4693 0.0707 0.0691 -0.0143 -1.580
C -0.0084 4.1655 1.4265 -0.1795 -0.1741 -0.1464 -1.061
C 2.2426 1.6757 -1.7174 0.0982 -0.1807 0.1765 -0.979
C 3.9260 -1.5350 -0.5723 -0.0096 -0.0878 0.0455 1.456
C -4.1509 -0.1067 -0.6761 0.0346 0.0636 0.0148 1.153
H 0.4582 4.1675 -1.2908 0.0420 -0.0418 0.0025 0.249
H -4.8804 0.6344 1.1880 0.0280 0.0499 0.0390 0.298
H 2.2765 -1.0793 4.3524 0.0059 -0.0145 -0.0348 0.553
H -3.5081 1.5310 0.5631 -0.0281 0.0058 0.0021 0.014
H 2.5304 2.3493 -2.5238 -0.0410 0.0226 0.0009 0.409
H -1.3546 -3.1673 -0.5027 0.0863 0.0073 -0.0143 0.304
H 1.0076 4.1374 1.0370 0.0003 -0.0503 -0.0285 0.319
H 0.1774 -1.6902 5.5743 0.0003 0.0135 0.0017 0.435
H -3.4761 -2.9418 -3.2300 0.0172 0.0115 0.0056 0.370
H -0.3589 5.1921 1.5272 -0.0345 -0.0117 -0.0140 0.436
H 4.3285 1.1488 -3.3278 -0.0246 0.0050 0.0150 0.351
H 2.7425 -2.8082 0.6935 0.0154 -0.0549 -0.0007 0.221
H -5.5856 -1.6555 -3.3404 0.0052 0.0046 0.0016 0.390
H 2.2343 2.2180 -0.7699 -0.0977 0.0795 -0.0225 0.180
H 4.2662 -3.5295 0.1302 -0.0289 -0.0305 -0.0094 0.498
H -0.5646 -2.0153 -1.5779 0.0726 -0.1062 -0.0477 0.118
H -5.9899 0.1685 -1.7306 0.0093 0.0114 0.0056 0.411
H 4.2702 -2.2903 1.3975 -0.0331 -0.0480 -0.0069 0.274
H -0.0561 3.6596 2.3888 -0.0516 -0.0105 -0.0151 0.351
H -1.4031 -3.4137 -2.2566 0.0364 0.0156 -0.0319 0.434
H -2.0258 -1.5430 4.3843 -0.0068 0.0029 -0.0198 0.547
H -1.0686 3.6366 -2.0504 -0.0495 0.0013 0.0260 0.339
H 1.2221 1.3303 -1.9121 -0.0900 0.1192 -0.0570 0.186
H 5.6249 -2.4668 -1.4710 -0.0194 -0.0118 0.0199 0.401
H -5.1136 1.7426 -0.1784 0.0241 0.0348 -0.0028 0.476
H 5.9099 -0.7490 -3.2187 -0.0061 -0.0031 0.0028 0.387
H -1.0153 5.1834 -1.1632 -0.0262 -0.0176 0.0381 0.453
```
Forces are in eV/Å.

Output
ΔE to the lowest compared entry with this formula, charge and spin = 76.15 kJ/mol
2S+1 = 1
charge = 0
electronic energy = -53259.808 eV
HOMO = -0.2924 hartree


(4)
Formula: C25H27N7O8STi
Source: the Open Molecules 2025 dataset
Level of theory: wB97M-V/def2-TZVPD

Structure (XYZ):
```
69
Properties=species:S:1:pos:R:3:forces:R:3:mulliken_charge:R:1
Ti 1.0385 -0.8600 1.0500 -1.4701 0.9593 -0.6697 -0.671
S -1.9688 1.0676 0.5567 0.6010 -0.0136 -0.2584 1.014
O 0.5738 -3.8210 3.7792 -0.0835 -0.3351 0.2441 -0.777
O -1.1760 2.2690 0.7512 -0.1273 -0.0331 0.0310 -0.613
O 2.7581 -0.1506 0.1281 0.3533 -0.2292 -0.2165 -0.524
O 4.4596 -0.8198 -1.1822 0.2062 -0.1212 -0.2005 -0.819
O -3.0259 0.8014 1.4923 -0.2068 -0.0217 0.2421 -0.818
O 1.0400 -0.9051 -1.6534 0.1586 -0.2206 -0.1758 -0.158
O 0.4147 -1.8814 2.6338 0.2441 -0.6615 0.7265 -0.495
O 0.6890 -0.4049 -3.8234 0.0004 -0.1509 -0.2254 -0.553
N -2.5938 -1.7278 -0.3189 -0.4591 -0.4375 -0.0780 -0.326
N -4.7102 2.0930 -4.6650 -0.0247 0.0592 0.0662 -0.663
N 2.3786 -2.2926 1.2157 0.7832 -1.3727 0.0473 0.415
N -0.9291 -0.1280 0.3584 -0.4073 -0.7180 -0.2208 0.130
N 0.9585 1.2596 -2.3860 0.0354 0.0553 -0.0312 0.139
N -0.3252 -2.2898 0.1359 0.0425 -0.2030 0.0841 0.635
N 1.3908 1.9208 -1.2250 -0.2012 0.1254 -0.1516 -0.889
C -3.9938 0.7295 -1.3015 0.3203 0.0048 0.2673 -0.268
C -2.8634 -3.0917 -0.5319 0.1815 0.4865 0.0186 -0.886
C 0.5793 -1.8114 -4.0464 -0.0828 0.0930 -0.0062 -0.692
C 1.2918 1.9194 2.7588 0.1234 -0.3009 0.1012 -0.090
C -2.8507 2.4672 -3.1319 -0.1366 0.0119 -0.2148 -0.923
C -0.2006 3.3338 4.0896 -0.0206 0.0014 -0.0046 -1.566
C 1.1466 3.2555 3.3556 -0.0687 -0.0399 -0.0922 2.432
C -0.6032 -3.6516 -0.0202 0.1264 0.6242 -0.0562 -0.419
C -4.6221 0.9779 -2.5033 -0.2187 -0.0671 -0.1631 -0.747
C 1.3444 0.7938 2.2900 -0.0236 0.7564 0.3297 -0.082
C 0.9156 -0.0808 -2.5239 -0.1455 0.3265 0.0705 0.714
C -1.8817 -4.0501 -0.3640 0.0482 0.0291 0.0267 -0.672
C 3.5828 -1.0126 -0.3539 -0.1528 0.0484 0.3589 0.105
C 2.2927 3.5164 4.3412 0.0009 0.0808 0.0456 -1.838
C 4.0119 -3.5402 0.0524 0.2887 -0.4181 -0.0558 -0.577
C 3.3604 -2.3613 0.2966 -0.2195 0.3424 0.2489 0.434
C 2.0423 -3.3708 1.9508 -0.1235 0.5845 -0.0365 0.332
C 0.9041 -3.0491 2.8976 0.0037 0.5838 -0.2940 0.374
C -2.2248 2.2283 -1.9204 0.0883 -0.0356 0.1275 0.161
C 1.1691 4.3135 2.2435 -0.0070 0.0438 -0.0453 -1.530
C -4.0516 1.8326 -3.4394 0.1303 0.1154 -0.1087 1.170
C -2.7777 1.3425 -1.0096 -0.2554 -0.0589 -0.0882 -0.721
C -1.3715 -1.4426 0.0281 0.1409 0.4587 0.0911 0.283
C 2.6698 -4.5731 1.7678 0.2882 -0.4200 -0.0195 -0.563
C 3.6612 -4.6715 0.7919 -0.0067 0.0823 -0.0095 -0.322
H -2.4059 3.1529 -3.8482 -0.0280 -0.0182 0.0272 0.244
H 2.1662 1.3951 -0.8313 0.0957 -0.0010 0.0501 0.471
H 2.1705 4.4997 4.8142 0.0278 -0.0481 -0.0208 0.381
H 0.8819 1.8106 -3.2197 0.0662 0.0470 -0.0397 0.270
H 3.2538 3.4915 3.8227 -0.0293 -0.0038 0.0134 0.380
H 0.4903 -1.9269 -5.1251 -0.0150 -0.0179 0.0116 0.279
H 2.3668 -5.4141 2.3781 0.0064 0.0057 -0.0151 0.498
H -1.3056 2.7418 -1.6702 -0.0016 -0.0414 0.0129 0.381
H -0.3270 4.3229 4.5489 -0.0002 -0.0407 -0.0168 0.398
H -0.2539 2.5706 4.8686 0.0068 0.0213 -0.0053 0.355
H -1.0168 3.1552 3.3872 0.0454 -0.0025 0.0151 0.245
H 0.6420 1.8978 -0.5359 -0.0851 0.0421 0.1190 0.026
H 1.0134 5.3116 2.6720 0.0172 -0.0120 -0.0275 0.439
H 2.3092 2.7506 5.1195 -0.0169 0.0233 -0.0174 0.366
H 0.2157 -4.3455 0.1075 0.0368 0.0164 0.0281 0.382
H -3.8798 -3.3536 -0.8017 0.0044 0.0773 0.0199 0.366
H 4.1561 -5.6179 0.6109 0.0046 0.0049 -0.0070 0.387
H -0.2989 -2.2146 -3.5433 -0.0124 -0.0118 0.0357 0.253
H -5.2789 1.3188 -4.9722 0.0100 -0.0334 0.0044 0.221
H -4.4099 0.0451 -0.5772 0.0089 -0.0020 -0.0051 0.433
H 2.1303 4.2989 1.7234 -0.0389 -0.0010 0.0098 0.333
H -2.1064 -5.1043 -0.4910 -0.0042 0.0211 -0.0098 0.354
H 4.7815 -3.5583 -0.7084 0.0026 -0.0192 0.0135 0.496
H -5.5668 0.4912 -2.7307 0.0307 0.0208 0.0020 0.253
H -4.0750 2.3684 -5.3982 0.0386 -0.0179 -0.0062 0.224
H 1.4615 -2.3302 -3.6783 0.0483 -0.0177 0.0187 0.269
H 0.3821 4.1086 1.5138 0.0570 -0.0057 0.0843 0.161
```
Forces are in eV/Å.

Output
ΔE to the lowest compared entry with this formula, charge and spin = 125.43 kJ/mol
2S+1 = 3
charge = -2
electronic energy = -87127.335 eV
HOMO (alpha / beta) = 0.0289 / -0.0950 hartree


Which of these has the highest electronic energy? C25H27MgN3O3S